# 1
The following is a quantum chemistry calculation of one molecule with the formula C8H19PS2 at a distorted geometry, from the Open Molecules 2025 dataset.

```
30
Properties=species:S:1:pos:R:3:lowdin_charge:R:1
C -0.423 -2.857 1.318 -0.089
C -0.070 -1.374 1.404 -0.496
C -0.164 -0.840 2.839 -0.101
C 1.364 -1.157 0.856 -0.363
P 1.559 0.386 -0.063 0.079
S 1.328 1.877 1.161 0.228
S 3.504 0.599 -0.651 0.442
C 0.308 0.315 -1.445 -0.283
C -0.870 1.341 -1.294 -0.501
C -2.099 0.863 -2.078 -0.085
C -0.460 2.717 -1.797 -0.105
H -0.553 -3.156 0.237 0.092
H -1.305 -3.075 1.909 0.073
H 0.470 -3.414 1.689 0.090
H -0.819 -0.875 0.808 0.103
H 0.349 0.149 2.985 0.034
H -1.245 -0.729 3.111 0.091
H 0.267 -1.545 3.542 0.072
H 1.582 -1.957 0.104 0.094
H 2.107 -1.236 1.645 0.096
H 3.788 1.285 0.492 -0.165
H 0.804 0.562 -2.389 0.087
H -0.039 -0.672 -1.558 0.060
H -1.169 1.425 -0.243 0.101
H -2.365 -0.131 -1.665 0.079
H -2.921 1.584 -1.945 0.085
H -1.891 0.714 -3.133 0.076
H -1.308 3.391 -1.796 0.074
H -0.048 2.637 -2.840 0.098
H 0.316 3.173 -1.202 0.035
```

Summary:
Spin multiplicity: 1
Energy relative to the best compared isomer or geometry (same formula, charge and spin), eV: 0.000
SMILES string: CC(C)CP(=S)(S)CC(C)C
Kohn-Sham gap, eV: 8.823



# 2
The following is a quantum chemistry calculation of C29H33CoN3P2Te as an isolated structure at a distorted geometry, from the Open Molecules 2025 dataset.

```
69
Properties=species:S:1:pos:R:3:lowdin_charge:R:1
Co 0.895 0.828 -0.998 0.289
N -0.958 -0.057 0.962 -0.348
P -1.598 0.707 -0.420 1.035
C -1.629 -0.583 -1.723 -0.409
C -1.319 -0.219 -3.032 -0.127
C -1.559 -1.119 -4.061 -0.041
C -2.112 -2.359 -3.778 -0.027
C -2.392 -2.725 -2.467 -0.039
C -2.144 -1.843 -1.430 -0.074
C -3.355 0.848 0.015 -0.302
C -3.758 1.011 1.344 -0.053
C -5.100 0.946 1.665 -0.005
C -6.047 0.803 0.656 0.028
C -5.651 0.682 -0.671 -0.003
C -4.312 0.724 -0.999 -0.042
P 0.642 0.460 1.321 0.938
C 0.358 1.943 2.362 -0.362
C 0.704 3.226 1.958 -0.116
C 0.442 4.311 2.780 -0.039
C -0.206 4.119 3.991 -0.025
C -0.556 2.840 4.395 -0.037
C -0.280 1.750 3.589 -0.095
C 1.185 -0.807 2.485 -0.371
C 0.639 -2.090 2.447 -0.094
C 1.003 -3.016 3.408 -0.046
C 1.940 -2.684 4.379 -0.023
C 2.511 -1.417 4.394 -0.034
C 2.150 -0.482 3.442 -0.081
H -1.578 -0.246 1.748 0.076
H -0.916 0.768 -3.243 0.104
H -1.349 -0.848 -5.085 0.126
H -2.330 -3.049 -4.581 0.129
H -2.825 -3.691 -2.254 0.128
H -2.382 -2.107 -0.410 0.117
H -3.036 1.186 2.129 0.104
H -5.415 1.021 2.694 0.132
H -7.097 0.821 0.902 0.139
H -6.390 0.558 -1.448 0.134
H -4.003 0.627 -2.029 0.120
H 1.174 3.389 0.992 0.010
H 0.740 5.302 2.477 0.123
H -0.451 4.968 4.610 0.127
H -1.043 2.685 5.346 0.124
H -0.551 0.754 3.913 0.114
H -0.076 -2.353 1.679 0.092
H 0.552 -3.996 3.403 0.120
H 2.236 -3.417 5.114 0.126
H 3.235 -1.157 5.150 0.124
H 2.592 0.504 3.454 0.114
C 1.438 -3.837 -2.998 0.009
N 2.155 -2.610 -3.295 -0.159
C 3.246 -2.705 -4.244 0.011
C 1.881 -1.547 -2.648 -0.183
N 1.587 -0.597 -2.033 0.102
H 1.155 -4.329 -3.931 0.113
H 0.546 -3.631 -2.411 0.087
H 2.084 -4.516 -2.434 0.115
H 2.864 -3.047 -5.208 0.113
H 3.975 -3.438 -3.894 0.115
H 3.736 -1.743 -4.376 0.105
C 3.796 2.491 -2.974 -0.368
Te 2.378 3.012 -1.445 1.289
C 3.917 2.932 0.065 -0.345
H 4.526 3.299 -3.023 0.030
H 3.298 2.398 -3.936 0.016
H 4.292 1.563 -2.700 0.014
H 4.526 2.048 -0.105 0.024
H 3.489 2.918 1.064 0.000
H 4.530 3.825 -0.052 0.033
```

Summary:
Spin multiplicity: 5
Energy relative to the best compared isomer or geometry (same formula, charge and spin), eV: 1.590
Charge: +3
<S²>: 6.0285
Kohn-Sham gap (alpha / beta), eV: 7.936 / 4.205



# 3
The following is a quantum chemistry calculation of one molecule with the formula C31H35NO9 at a distorted geometry, from the Open Molecules 2025 dataset.

```
76
Properties=species:S:1:pos:R:3:lowdin_charge:R:1
C -3.231 -3.151 1.797 -0.080
O -2.522 -3.386 0.603 -0.092
C -1.256 -2.892 0.496 -0.286
C -0.576 -2.213 1.496 -0.018
C 0.692 -1.700 1.260 -0.029
C 1.302 -1.863 0.026 -0.263
O 2.530 -1.369 -0.321 -0.009
C 3.085 -0.316 0.444 -0.265
C 3.918 -0.828 1.589 0.003
C 5.085 -0.288 1.895 -0.033
C 5.662 0.867 1.132 -0.270
C 6.925 0.470 0.384 -0.167
C 7.132 -0.831 -0.056 -0.039
C 8.261 -1.148 -0.792 -0.077
C 9.192 -0.171 -1.097 -0.091
C 8.989 1.129 -0.664 -0.081
C 7.861 1.448 0.070 -0.029
O 4.723 1.449 0.234 -0.028
C 3.987 0.502 -0.499 -0.247
C 3.189 1.238 -1.584 -0.120
O 2.345 2.256 -1.101 -0.102
N 1.088 1.776 -0.752 0.062
C 0.264 2.656 -0.378 -0.113
C -1.132 2.315 0.009 -0.100
C -1.408 0.800 0.098 -0.311
C -1.495 0.180 -1.262 -0.021
C -2.592 -0.409 -1.705 0.009
C -3.841 -0.480 -0.879 -0.220
O -4.960 -0.259 -1.737 0.040
C -6.079 -0.960 -1.516 -0.538
C -7.164 -0.537 -2.460 0.030
O -6.185 -1.800 -0.659 0.097
C -3.783 0.609 0.211 -0.219
C -4.890 0.476 1.268 -0.067
O -5.427 1.740 1.637 0.015
C -6.405 2.239 0.874 -0.525
C -6.883 3.562 1.412 0.029
O -6.850 1.687 -0.099 0.117
O -2.551 0.535 0.896 -0.050
C 0.636 -2.591 -0.962 0.002
C -0.621 -3.096 -0.731 -0.004
H -3.260 -2.084 2.038 0.078
H -2.794 -3.704 2.636 0.098
H -4.243 -3.509 1.615 0.099
H -1.020 -2.057 2.465 0.112
H 1.186 -1.170 2.060 0.113
H 2.286 0.341 0.820 0.146
H 3.525 -1.678 2.127 0.116
H 5.696 -0.666 2.702 0.122
H 5.906 1.682 1.826 0.159
H 6.412 -1.601 0.182 0.112
H 8.412 -2.164 -1.128 0.103
H 10.073 -0.421 -1.670 0.101
H 9.712 1.897 -0.900 0.102
H 7.698 2.463 0.400 0.117
H 4.661 -0.202 -1.014 0.162
H 3.892 1.753 -2.243 0.136
H 2.611 0.498 -2.148 0.129
H 0.536 3.712 -0.326 0.133
H -1.342 2.756 0.988 0.129
H -1.813 2.782 -0.710 0.126
H -0.579 0.339 0.644 0.129
H -0.595 0.246 -1.850 0.109
H -2.651 -0.855 -2.685 0.122
H -3.944 -1.472 -0.416 0.148
H -7.610 0.365 -2.044 0.078
H -7.919 -1.313 -2.533 0.089
H -6.747 -0.301 -3.434 0.088
H -3.892 1.582 -0.293 0.170
H -4.452 0.065 2.179 0.138
H -5.696 -0.169 0.911 0.120
H -7.807 3.397 1.962 0.092
H -7.095 4.237 0.587 0.089
H -6.140 3.986 2.079 0.084
H 1.125 -2.737 -1.912 0.121
H -1.147 -3.645 -1.495 0.123
```

Summary:
Spin multiplicity: 1
SMILES string: COc1ccc(O[C@H]2C=C[C@@H](c3ccccc3)O[C@@H]2CO/N=C/C[C@@H]2C=C[C@H](OC(C)=O)[C@@H](COC(C)=O)O2)cc1
Kohn-Sham gap, eV: 8.608



# 4
The following is a quantum chemistry calculation of an isolated ion of composition C5H8N3O2 and charge -1 at a distorted geometry, from the Open Molecules 2025 dataset.

```
18
Properties=species:S:1:pos:R:3:lowdin_charge:R:1
C 0.297 0.877 -0.238 -0.165
C 1.317 0.021 -0.181 -0.057
C -1.045 0.271 -0.035 -0.515
C 0.497 2.382 0.124 -0.036
C -2.148 -1.718 0.384 -0.038
N 0.212 -1.744 -0.365 0.051
N -1.000 -1.021 -0.218 -0.219
N 2.644 -0.024 -0.124 -0.247
O 3.318 -0.923 0.583 -0.316
O -2.073 0.896 0.283 -0.033
H 1.298 2.551 0.705 0.014
H -0.426 2.743 0.655 0.084
H 0.683 2.816 -0.851 0.063
H -2.817 -1.962 -0.395 0.060
H -1.704 -2.610 0.817 0.073
H -2.572 -1.103 1.130 0.056
H 0.315 -2.020 -1.357 0.041
H 3.205 0.569 -0.917 0.183
```

Summary:
Spin multiplicity: 1
Energy relative to the best compared isomer or geometry (same formula, charge and spin), eV: 3.402
Charge: -1
Kohn-Sham gap, eV: 6.431



# 5
The following is a quantum chemistry calculation of a 2-piece molecular cluster, C5H8N overall at a distorted geometry, from the Open Molecules 2025 dataset.

```
14
Properties=species:S:1:pos:R:3:lowdin_charge:R:1
C 1.751 0.961 0.476 0.125
C 1.226 -0.327 0.817 0.090
C 1.355 -0.884 -0.542 -0.004
C -1.496 -0.005 0.411 -0.067
C -1.109 0.518 -0.690 -0.079
N 1.107 0.585 -0.581 0.132
H 1.943 1.804 0.976 0.122
H 2.312 -1.237 -0.821 0.135
H 0.593 -1.446 -0.994 0.115
H -2.044 -0.957 0.429 0.102
H 0.343 -0.599 1.324 0.103
H -1.829 0.542 1.242 0.071
H -0.855 1.515 -0.691 0.068
H -0.948 -0.094 -1.546 0.088
```

Summary:
Spin multiplicity: 1
Energy relative to the best compared isomer or geometry (same formula, charge and spin), eV: 6.656
Charge: +1
Kohn-Sham gap, eV: 9.179



# 6
The following is a quantum chemistry calculation of a 2-piece molecular cluster, C5H13NO overall at a distorted geometry, from the Open Molecules 2025 dataset.

```
20
Properties=species:S:1:pos:R:3:lowdin_charge:R:1
C -0.659 1.212 -0.537 -0.197
C -0.758 -0.181 0.202 -0.092
C -0.369 -1.259 -0.753 -0.280
C 0.909 -1.724 -0.845 0.204
C -1.487 -1.935 -1.497 -0.003
N 0.700 1.654 -0.584 0.108
H -1.051 1.029 -1.543 0.132
H -1.241 1.935 0.025 0.132
H 0.006 -0.277 0.971 0.123
H -1.801 -0.304 0.475 0.137
H 1.131 -2.450 -1.617 0.103
H 1.706 -1.429 -0.175 0.104
H -2.209 -2.330 -0.785 0.110
H -1.166 -2.769 -2.118 0.095
H -1.949 -1.180 -2.148 0.113
H 1.311 1.015 -1.079 0.093
H 0.801 2.621 -0.901 0.125
H 0.525 1.169 3.453 0.032
H 1.604 1.636 2.455 0.014
O 1.415 1.546 3.399 -0.054
```

Summary:
Spin multiplicity: 2
Energy relative to the best compared isomer or geometry (same formula, charge and spin), eV: 2.120
Charge: +1
<S²>: 0.7616
Kohn-Sham gap (alpha / beta), eV: 10.466 / 5.090